{
  "formula": "C39H29AsN4O2SW",
  "method": "the ωB97M-V functional and the def2-TZVPD basis",
  "spin_multiplicity": 3,
  "homo_ha": [-0.4868, -0.4976],
  "total_charge": 2,
  "s_squared": 2.017,
  "species": ["W", "S", "C", "C", "C", "C", "C", "C", "As", "C", "C", "C", "C", "C", "C", "C", "C", "C", "C", "C", "C", "H", "H", "H", "H", "H", "H", "H", "H", "H", "H", "H", "H", "H", "H", "N", "C", "C", "C", "C", "N", "C", "C", "H", "H", "H", "H", "O", "C", "N", "C", "C", "O", "N", "C", "C", "C", "C", "C", "C", "C", "C", "C", "C", "C", "C", "H", "H", "H", "H", "H", "H", "H", "H", "H", "H", "H"],
  "positions_angstrom": [[-0.64360, -1.63970, -0.41337], [-1.81765, -2.82506, -1.97099], [-3.19299, -1.90997, -2.62680], [-4.13558, -2.61348, -3.37490], [-5.20431, -1.93087, -3.92853], [-5.34250, -0.55639, -3.75484], [-4.40634, 0.14798, -3.01835], [-3.33557, -0.53356, -2.44277], [-1.92512, 0.31348, -1.49923], [-2.29165, -0.12397, 0.42819], [-3.47507, -0.75610, 0.83511], [-3.83334, -0.74526, 2.17512], [-3.02897, -0.08688, 3.09934], [-1.86349, 0.56697, 2.70434], [-1.49116, 0.55489, 1.36996], [-2.16380, 2.21256, -1.55364], [-3.07904, 2.84323, -0.71503], [-3.28794, 4.20662, -0.84882], [-2.59403, 4.92678, -1.81325], [-1.68323, 4.29066, -2.64424], [-1.46073, 2.92705, -2.51709], [-4.02469, -3.67859, -3.52988], [-5.93455, -2.47402, -4.51293], [-6.17969, -0.03719, -4.20004], [-4.50906, 1.21899, -2.89180], [-4.10259, -1.24784, 0.09931], [-4.74620, -1.22672, 2.49895], [-3.32452, -0.06483, 4.14044], [-1.26488, 1.09828, 3.43186], [-0.60558, 1.10028, 1.04959], [-3.62747, 2.28957, 0.03842], [-3.99474, 4.70620, -0.20044], [-2.76359, 5.99003, -1.91470], [-1.13951, 4.85394, -3.38986], [-0.73325, 2.44499, -3.15908], [-1.70727, -5.37266, 6.00530], [-1.54252, -4.85131, 4.99663], [-1.34103, -4.19463, 3.73718], [-2.16386, -4.48477, 2.65281], [-1.95860, -3.81378, 1.46578], [-0.97551, -2.90729, 1.32725], [-0.16119, -2.65324, 2.36707], [-0.31878, -3.25761, 3.59440], [-2.95408, -5.21746, 2.72783], [-2.57630, -3.99316, 0.59709], [0.63886, -1.93559, 2.21424], [0.34573, -3.01387, 4.40996], [1.22873, -2.69180, -0.38420], [1.87785, -1.59149, -0.47609], [3.13009, -1.26500, -0.30027], [3.27115, 0.21738, -0.29683], [1.80264, 0.64048, -0.63161], [1.34677, 1.73843, -0.77073], [1.05952, -0.53616, -0.70665], [3.59561, 0.71146, 1.11654], [4.16415, -0.13872, 2.06080], [4.51858, 0.33993, 3.31426], [4.30866, 1.67178, 3.63489], [3.75145, 2.52409, 2.69317], [3.39991, 2.05135, 1.43851], [4.30136, 0.67573, -1.31767], [4.09719, 1.79525, -2.11275], [5.08915, 2.20938, -2.99179], [6.28490, 1.51685, -3.07882], [6.49684, 0.40524, -2.27488], [5.51191, -0.00831, -1.39489], [3.86988, -1.93680, -0.17205], [4.35635, -1.18052, 1.83947], [4.97187, -0.32911, 4.03302], [4.59202, 2.04625, 4.60899], [3.60191, 3.56896, 2.92905], [2.98970, 2.73425, 0.70696], [3.17512, 2.35618, -2.05354], [4.92322, 3.08086, -3.61008], [7.05396, 1.84300, -3.76526], [7.43169, -0.13538, -2.32661], [5.71877, -0.86027, -0.75654]],
  "atomic_forces_ev_per_a": [[0.142, -0.022, -0.009], [-0.069, -0.079, 0.049], [-0.076, 0.033, -0.045], [0.080, 0.015, 0.050], [-0.043, 0.039, -0.019], [0.011, -0.034, -0.001], [0.006, -0.025, 0.006], [-0.048, -0.045, 0.004], [0.031, -0.024, 0.092], [-0.291, 0.152, -0.193], [0.075, -0.053, 0.076], [0.041, 0.000, -0.063], [0.009, 0.010, 0.046], [0.012, -0.090, -0.048], [-0.022, 0.034, 0.064], [0.027, 0.048, -0.036], [-0.019, -0.056, 0.047], [0.011, 0.010, -0.011], [0.002, -0.014, 0.002], [-0.018, -0.022, 0.023], [0.089, 0.031, -0.033], [0.004, -0.006, 0.000], [0.002, -0.006, -0.001], [-0.003, 0.004, -0.001], [0.046, -0.006, 0.024], [-0.004, 0.023, -0.001], [-0.012, -0.008, -0.005], [0.001, 0.002, 0.006], [0.013, 0.007, 0.002], [-0.039, 0.018, -0.039], [0.015, -0.024, -0.029], [-0.006, 0.002, -0.002], [0.001, 0.006, 0.002], [0.000, 0.005, -0.006], [-0.033, -0.049, 0.028], [-0.004, 0.003, 0.025], [-0.011, -0.039, 0.014], [0.017, 0.025, 0.037], [0.038, 0.048, -0.056], [0.018, 0.007, 0.059], [0.059, 0.209, -0.215], [-0.040, 0.010, 0.185], [-0.020, -0.054, -0.188], [0.003, -0.010, 0.028], [0.005, -0.004, 0.012], [-0.029, -0.002, -0.019], [-0.006, -0.032, 0.028], [0.069, -0.138, -0.139], [-0.243, -0.088, 0.039], [-0.017, -0.012, -0.104], [-0.152, -0.006, -0.010], [0.126, 0.081, -0.209], [0.023, -0.030, 0.098], [0.087, 0.063, 0.426], [0.109, -0.042, 0.078], [-0.064, -0.022, -0.011], [-0.005, 0.041, 0.021], [0.021, -0.043, 0.030], [-0.016, 0.018, -0.024], [0.026, 0.034, -0.046], [0.040, 0.046, -0.019], [-0.051, 0.004, -0.033], [0.030, 0.003, -0.014], [0.010, -0.003, -0.004], [-0.020, 0.015, -0.004], [0.018, -0.018, 0.028], [0.062, 0.068, -0.004], [-0.007, -0.005, -0.008], [0.006, -0.004, 0.009], [0.001, 0.008, 0.002], [-0.003, 0.007, 0.001], [-0.004, -0.009, -0.015], [0.007, -0.012, 0.008], [-0.008, 0.009, -0.003], [0.003, 0.004, -0.004], [0.009, -0.004, -0.002], [-0.022, -0.002, 0.022]],
  "nbo_charge": [1.291, 0.110, -0.172, -0.197, -0.154, -0.199, -0.119, -0.435, 1.166, -0.401, -0.186, -0.193, -0.137, -0.190, -0.224, -0.374, -0.220, -0.181, -0.161, -0.208, -0.125, 0.243, 0.245, 0.244, 0.230, 0.246, 0.248, 0.248, 0.248, 0.253, 0.220, 0.237, 0.240, 0.239, 0.223, -0.157, 0.204, -0.056, -0.181, 0.077, -0.540, 0.042, -0.134, 0.269, 0.243, 0.221, 0.260, -0.648, 0.763, -0.544, -0.008, 0.724, -0.533, -0.734, -0.076, -0.222, -0.195, -0.188, -0.204, -0.154, 0.019, -0.242, -0.173, -0.186, -0.185, -0.223, 0.452, 0.202, 0.231, 0.235, 0.232, 0.230, 0.232, 0.228, 0.235, 0.233, 0.199]
}